(A)
ORCA calculation (ωB97M-V/def2-TZVPD) on a 2-piece molecular cluster, C3H10S2 overall.

The value obtained for the LUMO energy is 0.0306 hartree. The frontier orbital gap comes out at 9.594 eV.

CARTESIAN COORDINATES (ANGSTROEM)
C -0.82956 1.08912 1.18752
S -1.35157 1.00777 -0.53626
C -1.97627 -0.69805 -0.48490
H 0.00397 0.57491 1.57227
H -1.69601 1.01843 1.82174
H -0.55348 2.18787 1.12975
H -2.25052 -0.97176 -1.51084
H -1.07575 -1.33452 -0.16588
H -2.81463 -0.88085 0.17866
C 2.07178 -0.86556 -0.47488
S 2.74676 0.75956 -0.10471
H 2.03972 -1.39763 0.35937
H 1.02699 -0.68267 -0.76630
H 2.59402 -1.43578 -1.32273
H 2.06455 1.62916 -0.88281

---

(B)
ORCA calculation (ωB97M-V/def2-TZVPD) on a 2-piece molecular cluster, C3H10S2 overall.

The value obtained for the LUMO energy is 0.0124 hartree. The frontier orbital gap comes out at 10.078 eV.

CARTESIAN COORDINATES (ANGSTROEM)
C -2.44123 0.13295 -3.13286
C -2.10542 -0.62969 -1.86291
C -0.73084 -1.29404 -1.98989
H -1.66346 0.88054 -3.30390
H -3.41872 0.63018 -3.12262
H -2.44448 -0.54079 -3.99778
H -2.87471 -1.36515 -1.63330
H -2.11657 0.05133 -1.00235
H -0.53280 -2.06427 -1.23241
H -0.72647 -1.84473 -2.92806
H 0.04860 -0.53362 -1.92744
S 1.18185 -0.45202 2.29972
S 1.43204 1.29372 1.23454
H 0.54885 -1.18974 1.37302
H 0.26473 1.86095 1.57464

---

Which of them is the most stable? Correct choice: (B).

---

(A)
ORCA calculation (ωB97M-V/def2-TZVPD) on a 2-piece molecular cluster, C9H14 overall.

The value obtained for the LUMO energy is 0.0372 hartree. The frontier orbital gap comes out at 10.018 eV.

CARTESIAN COORDINATES (ANGSTROEM)
C 0.73474 -1.12182 -2.26482
C -0.11596 -1.09641 -1.02929
C -1.20175 -0.15649 -0.92673
C -1.94692 -0.01356 0.27118
C -1.58333 -0.76970 1.37543
C -0.53256 -1.71545 1.34708
C 0.02848 -1.92933 0.12705
H 1.85813 -0.92304 -2.07627
H 0.38138 -0.34979 -2.96885
H 0.80757 -2.00674 -2.83907
H -1.53970 0.45553 -1.90796
H -2.73702 0.81055 0.32349
H -1.87592 -0.48989 2.42587
H -0.42605 -2.42588 2.25033
H 0.62504 -2.79599 0.10695
C 0.86533 1.27876 1.20832
C 1.02662 2.32359 0.14513
H 0.17023 1.62388 1.97487
H 0.49910 0.37784 0.91887
H 1.81601 1.11820 1.86130
H 2.09462 2.91632 0.21953
H 0.13973 3.11937 0.27836
H 0.91224 1.77004 -0.82076

---

(B)
ORCA calculation (ωB97M-V/def2-TZVPD) on a 2-piece molecular cluster, C9H14 overall.

The value obtained for the LUMO energy is 0.0402 hartree. The frontier orbital gap comes out at 10.375 eV.

CARTESIAN COORDINATES (ANGSTROEM)
C -1.34307 0.87140 0.18950
C -0.51821 0.45250 1.23411
C 0.53324 -0.42956 0.98209
C 0.75984 -0.89270 -0.31453
C -0.06502 -0.47379 -1.35914
C -1.11648 0.40826 -1.10712
H -2.17043 1.56547 0.38780
H -0.69651 0.81694 2.25440
H 1.18231 -0.75918 1.80408
H 1.58720 -1.58677 -0.51283
H 0.11328 -0.83824 -2.37943
H -1.76554 0.73789 -1.92911
C -0.93940 -2.88464 1.45236
C -1.81311 -2.26633 0.36151
C -1.57378 -2.91960 -0.99922
H -1.15813 -3.96169 1.54569
H -1.12424 -2.40236 2.42696
H 0.12653 -2.76303 1.19617
H -2.87883 -2.37920 0.63890
H -1.59683 -1.18301 0.29010
H -1.80288 -3.99723 -0.94594
H -2.21141 -2.46227 -1.77438
H -0.51823 -2.79857 -1.29547

---

Which of them is the most stable? Correct choice: (B).

---

(A)
ORCA calculation (ωB97M-V/def2-TZVPD) on a 2-piece molecular cluster, C9H14 overall.

The value obtained for the LUMO energy is 0.0366 hartree. The frontier orbital gap comes out at 9.808 eV.

CARTESIAN COORDINATES (ANGSTROEM)
C 1.44776 -1.23125 2.67403
C 0.34413 -0.71088 1.85160
C -0.94918 -1.09090 2.15303
C -1.95455 -0.77048 1.24693
C -1.71212 -0.08684 0.06385
C -0.37850 0.27025 -0.24020
C 0.63121 -0.02267 0.65170
H 1.30506 -2.14942 3.24887
H 1.80329 -0.52844 3.47285
H 2.46974 -1.13186 2.29889
H -1.08108 -1.53698 3.13125
H -2.99723 -0.87101 1.56282
H -2.43617 0.38710 -0.57290
H -0.13004 0.87451 -1.11107
H 1.67332 0.27501 0.57030
C 1.57195 1.60895 -3.37339
C 0.08928 1.35949 -3.62774
H 2.08604 0.96126 -2.68422
H 2.21163 1.74506 -4.25599
H 1.74510 2.60731 -2.90323
H -0.06054 1.05347 -4.66847
H -0.44001 2.29862 -3.48159
H -0.34418 0.51517 -3.11211

---

(B)
ORCA calculation (ωB97M-V/def2-TZVPD) on a 2-piece molecular cluster, C9H14 overall.

The value obtained for the LUMO energy is 0.0377 hartree. The frontier orbital gap comes out at 9.756 eV.

CARTESIAN COORDINATES (ANGSTROEM)
C -1.03514 3.51762 0.97883
C -0.64697 2.02923 0.82158
C -1.46606 1.11440 1.46119
C -1.06197 -0.16323 1.70332
C 0.23511 -0.50494 1.21306
C 1.14916 0.39552 0.57610
C 0.52796 1.62754 0.29477
H -0.24466 4.18080 1.30127
H -1.82556 3.62329 1.63802
H -1.14267 3.90373 -0.11246
H -2.54075 1.46573 1.49882
H -1.75654 -0.85058 2.20688
H 0.40270 -1.55752 1.35057
H 2.31656 0.50686 0.42889
H 1.33731 2.43150 -0.12147
C 1.09393 -2.29730 -2.42758
C 0.36168 -3.13002 -1.36414
H 1.04359 -1.21159 -2.34762
H 2.13075 -2.42497 -2.55132
H 0.65872 -2.59313 -3.41299
H 0.17229 -4.23254 -1.63770
H 0.88724 -3.12856 -0.49682
H -0.59666 -2.70183 -1.00119

---

(C)
ORCA calculation (ωB97M-V/def2-TZVPD) on a 2-piece molecular cluster, C9H14 overall.

The value obtained for the LUMO energy is 0.0384 hartree. The frontier orbital gap comes out at 10.091 eV.

CARTESIAN COORDINATES (ANGSTROEM)
C 0.41782 0.08666 2.15031
C 0.88013 -0.04639 0.71801
C 2.17229 -0.62355 0.54227
C 2.75922 -0.62174 -0.69827
C 2.00867 -0.18316 -1.79438
C 0.74523 0.32860 -1.65822
C 0.19629 0.44519 -0.35628
H -0.08460 -0.75825 2.61245
H -0.35050 0.86573 2.27449
H 1.28562 0.41116 2.72589
H 2.57904 -1.10358 1.42158
H 3.75973 -0.99233 -0.87916
H 2.39518 -0.29764 -2.80210
H 0.14136 0.70394 -2.47038
H -0.64560 1.07540 -0.09882
C -3.53773 -0.45807 0.58288
C -3.61160 0.87414 -0.15674
H -3.75856 -0.28181 1.63488
H -4.22142 -1.19054 0.15784
H -2.50576 -0.80545 0.50885
H -3.93162 0.93789 -1.19374
H -2.62160 1.35021 -0.19082
H -4.13781 1.65426 0.40172

---

(D)
ORCA calculation (ωB97M-V/def2-TZVPD) on a 2-piece molecular cluster, C9H14 overall.

The value obtained for the LUMO energy is 0.0378 hartree. The frontier orbital gap comes out at 10.091 eV.

CARTESIAN COORDINATES (ANGSTROEM)
C 2.10171 0.04548 1.70558
C 0.62869 -0.25513 1.60098
C 0.14421 -1.19467 2.52638
C -1.22453 -1.40032 2.56500
C -2.10655 -0.80195 1.67170
C -1.55541 0.11809 0.79784
C -0.20099 0.48549 0.77733
H 2.39220 0.84218 1.00045
H 2.79501 -0.72100 1.34650
H 2.32072 0.43206 2.70146
H 0.85025 -1.72364 3.14648
H -1.62279 -2.14361 3.25629
H -3.09687 -1.23079 1.61790
H -2.21575 0.75604 0.20815
H 0.08209 1.30221 0.13594
C -0.34211 1.31510 -3.26545
C 0.54460 0.09206 -2.97015
H -1.18754 0.93031 -3.84818
H -0.77817 1.87389 -2.44666
H 0.13902 1.88940 -4.05699
H 1.61471 0.25402 -3.10152
H 0.18742 -0.79316 -3.48561
H 0.53007 -0.07205 -1.88345

---

Which of them is the most stable? Correct choice: (C).

---

(A)
ORCA calculation (ωB97M-V/def2-TZVPD) on a 2-piece molecular cluster, C9H14 overall.

The value obtained for the LUMO energy is 0.0363 hartree. The frontier orbital gap comes out at 9.897 eV.

CARTESIAN COORDINATES (ANGSTROEM)
C -1.10824 0.85869 -1.36198
C -0.59195 0.60065 -0.00958
C -0.95040 -0.63664 0.62579
C -0.62298 -0.87114 1.90057
C -0.17277 0.14948 2.74266
C 0.18887 1.33930 2.19599
C -0.05141 1.58426 0.82831
H -1.87495 0.14273 -1.67308
H -0.39069 0.83746 -2.21940
H -1.45419 1.86771 -1.41623
H -1.61555 -1.26355 -0.11002
H -0.97819 -1.68823 2.44780
H 0.17484 0.04491 3.81668
H 0.53062 1.99041 2.79989
H -0.00467 2.52791 0.41455
C 1.37801 -0.59961 -2.89508
C 1.48267 -1.90961 -2.15578
H 0.33277 -0.16391 -2.88584
H 1.97079 0.21902 -2.37881
H 1.58049 -0.67656 -3.97389
H 2.44100 -2.12918 -1.65881
H 1.30342 -2.79229 -2.90588
H 0.67349 -2.00865 -1.48230

---

(B)
ORCA calculation (ωB97M-V/def2-TZVPD) on a 2-piece molecular cluster, C9H14 overall.

The value obtained for the LUMO energy is 0.0375 hartree. The frontier orbital gap comes out at 9.996 eV.

CARTESIAN COORDINATES (ANGSTROEM)
C 0.64134 -2.25245 0.73875
C -0.38565 -1.66648 -0.18532
C -0.15794 -0.37260 -0.71820
C -1.07762 0.22972 -1.54853
C -2.31703 -0.41517 -1.75028
C -2.54491 -1.68665 -1.33558
C -1.58838 -2.26959 -0.50018
H 0.18616 -2.25919 1.74199
H 1.47668 -1.56864 0.85984
H 1.02870 -3.24584 0.53683
H 0.72376 0.16083 -0.38262
H -0.97598 1.12027 -2.15366
H -3.15336 0.07016 -2.25485
H -3.51492 -2.16596 -1.29894
H -1.76782 -3.32879 -0.31670
C 2.00924 2.22160 0.40045
C 1.36024 2.77800 1.67392
H 1.37254 2.35059 -0.47479
H 2.99829 2.64744 0.24672
H 2.09045 1.14719 0.56086
H 1.41964 3.84595 1.85005
H 1.83054 2.26888 2.51872
H 0.34604 2.39072 1.79153

---

Which of them is the most stable? Correct choice: (B).

---

(A)
ORCA calculation (ωB97M-V/def2-TZVPD) on a 2-piece molecular cluster, C9H14 overall.

The value obtained for the LUMO energy is 0.0360 hartree. The frontier orbital gap comes out at 9.902 eV.

CARTESIAN COORDINATES (ANGSTROEM)
C -0.60591 1.41276 1.47827
C -0.16157 0.08923 0.82903
C 1.08109 -0.37736 1.19413
C 1.36524 -1.72791 0.92791
C 0.42545 -2.48490 0.28684
C -0.65269 -1.83261 -0.33476
C -1.07341 -0.57843 0.03802
H -0.87615 1.28203 2.54232
H -1.44130 1.95559 0.95424
H 0.32823 2.04548 1.38986
H 1.90249 0.11321 1.78251
H 2.31672 -2.02730 1.28792
H 0.76252 -3.49294 0.25243
H -1.03713 -2.33204 -1.32543
H -1.98402 -0.09461 -0.34281
C -0.37496 1.46049 -2.37040
C 0.15239 2.47469 -1.30079
H 0.43742 0.98010 -2.88816
H -1.17626 0.75468 -2.01254
H -0.98521 1.99237 -3.14872
H -0.50878 2.47619 -0.42585
H 1.19184 2.12533 -1.12697
H 0.13589 3.60610 -1.42833

---

(B)
ORCA calculation (ωB97M-V/def2-TZVPD) on a 2-piece molecular cluster, C9H14 overall.

The value obtained for the LUMO energy is 0.0372 hartree. The frontier orbital gap comes out at 10.142 eV.

CARTESIAN COORDINATES (ANGSTROEM)
C -1.59073 -1.72779 1.90053
C -1.33596 -0.84992 0.68038
C -1.85581 -1.25665 -0.57155
C -2.00107 -0.35600 -1.61522
C -1.51809 0.94571 -1.46613
C -0.88278 1.35230 -0.31306
C -0.92373 0.44616 0.75859
H -0.73555 -2.04728 2.49514
H -2.00909 -2.67094 1.52562
H -2.36209 -1.21768 2.46354
H -2.26571 -2.25336 -0.64484
H -2.42676 -0.57811 -2.58679
H -1.56337 1.57264 -2.35553
H -0.36975 2.29129 -0.16731
H -0.38614 0.77213 1.65631
C 2.68515 0.14635 0.29297
C 2.96280 1.21107 -0.77381
H 3.53017 -0.45507 0.59713
H 2.32896 0.69090 1.18517
H 1.82922 -0.44841 -0.02088
H 2.02440 1.69894 -1.06880
H 3.31510 0.77434 -1.70636
H 3.55083 1.95937 -0.26510

---

(C)
ORCA calculation (ωB97M-V/def2-TZVPD) on a 2-piece molecular cluster, C9H14 overall.

The value obtained for the LUMO energy is 0.0342 hartree. The frontier orbital gap comes out at 9.950 eV.

CARTESIAN COORDINATES (ANGSTROEM)
C -0.16330 -0.61658 -2.32405
C 0.20341 0.38499 -1.32420
C 1.47938 0.81705 -1.07666
C 1.83112 1.72818 -0.02424
C 0.85712 2.26783 0.65907
C -0.47992 2.12831 0.21071
C -0.85103 1.14598 -0.73032
H 0.63231 -0.70886 -3.04212
H -1.13156 -0.43161 -2.77469
H -0.48304 -1.67926 -2.02684
H 2.20090 0.22672 -1.57795
H 2.90334 1.79953 0.23209
H 1.06406 2.99529 1.47462
H -1.30795 2.78783 0.64309
H -1.86943 0.98497 -0.77657
C -0.45201 -3.01253 2.40060
C -1.69595 -2.93111 1.55078
H -0.14130 -3.99031 2.42585
H 0.29175 -2.31001 2.10112
H -0.41681 -2.59318 3.43832
H -2.02027 -3.88399 0.92970
H -2.63216 -2.50731 2.03720
H -1.46277 -2.16261 0.86598

---

Which of them is the most stable? Correct choice: (B).